Entry 1:
The following is a DFT calculation (ωB97M-V/def2-TZVPD) of a structure of composition C29H47MgN3S4Sb.

Each line ends with the Löwdin spin population.
Geometry (Å):
Mg -0.4180 -1.0716 1.1123  0.0362
C -0.8365 1.6704 0.4875  -0.0009
N -0.3620 0.9671 1.6643  0.0017
C -1.1702 1.2892 2.8280  0.0001
C 1.0305 1.2324 1.9434  0.0002
C 1.4991 2.5226 2.0790  0.0001
C 2.8251 2.7749 2.3952  0.0002
C 3.6785 1.6986 2.5623  0.0000
C 3.2251 0.4024 2.4306  0.0003
C 1.8806 0.1145 2.1360  0.0009
N 1.2534 -1.0825 2.0832  0.0049
C 1.6460 -2.3292 2.4437  0.0002
C 2.9459 -2.8287 2.6227  0.0003
C 3.1703 -4.1078 3.0886  0.0001
C 2.1116 -4.9468 3.3843  0.0000
C 0.8188 -4.5075 3.1475  0.0006
C 0.5790 -3.2390 2.6562  0.0008
N -0.7606 -2.7711 2.3822  0.0052
C -1.3484 -2.2716 3.6185  0.0004
C -1.6142 -3.8005 1.8038  0.0045
H -0.8629 2.7597 0.6125  0.0000
H -1.8360 1.3045 0.2559  0.0000
H -0.1859 1.4218 -0.3486  -0.0009
H -1.1846 2.3687 3.0338  0.0000
H -0.7508 0.7876 3.6985  0.0000
H -2.1930 0.9378 2.6699  0.0000
H 0.8210 3.3543 1.9436  0.0000
H 3.1755 3.7879 2.5198  0.0000
H 4.7196 1.8679 2.7954  0.0000
H 3.9351 -0.3922 2.5849  0.0000
H 3.7932 -2.2197 2.3644  0.0001
H 4.1866 -4.4510 3.2197  0.0000
H 2.2801 -5.9354 3.7811  0.0000
H -0.0033 -5.1794 3.3520  0.0000
H -1.4624 -3.0809 4.3535  0.0000
H -2.3267 -1.8277 3.4186  0.0000
H -0.6874 -1.5152 4.0369  0.0000
H -1.9578 -4.5290 2.5492  0.0001
H -1.0672 -4.3202 1.0162  0.0054
H -2.4967 -3.3257 1.3693  0.0002
C -5.5932 0.9419 0.2387  0.0001
C -5.3312 -0.5327 0.5007  0.0023
S -3.5394 -0.9761 0.4850  0.0052
C -3.4024 -1.9577 -1.0354  0.0010
C -3.5346 -1.1481 -2.3078  0.0003
S -2.2887 0.1937 -2.3510  0.0078
C -3.3036 1.5933 -2.9391  0.0021
C -4.1433 2.2677 -1.8681  0.0003
S -5.7284 1.4041 -1.5269  0.0000
H -4.8138 1.5562 0.6875  0.0000
H -6.5554 1.2139 0.6746  0.0000
H -5.8439 -1.1692 -0.2191  0.0002
H -5.6821 -0.7738 1.5062  0.0000
H -4.1455 -2.7579 -0.9885  0.0000
H -2.4006 -2.3858 -0.9867  0.0002
H -4.5138 -0.6850 -2.4064  0.0000
H -3.3459 -1.7973 -3.1649  0.0000
H -3.9296 1.2531 -3.7619  0.0001
H -2.5678 2.3017 -3.3209  0.0000
H -4.4238 3.2657 -2.2078  0.0001
H -3.5940 2.3504 -0.9329  0.0000
S 0.2118 -2.8560 -1.4587  0.3352
C -0.0341 -1.3671 -0.9481  0.5314
C 4.5288 0.7855 -4.2548  0.0029
C 4.1615 0.0585 -2.9779  0.0166
Sb 2.1585 0.4212 -2.0953  0.0296
C 1.0644 1.0725 -3.9130  -0.0028
C 0.8401 2.5599 -4.0777  -0.0002
C 2.6659 2.3719 -1.1855  0.0032
C 3.6220 3.3272 -1.8702  0.0006
H 5.5429 0.5194 -4.5601  0.0010
H 4.4920 1.8626 -4.1238  0.0000
H 3.8590 0.5139 -5.0670  0.0001
H 4.8620 0.3128 -2.1818  0.0005
H 4.2162 -1.0192 -3.1343  0.0005
H 0.1051 0.5567 -3.8617  0.0000
H 1.6108 0.6856 -4.7713  0.0000
H 0.3614 2.9866 -3.1983  0.0000
H 0.1986 2.7463 -4.9397  -0.0001
H 1.7791 3.0776 -4.2494  0.0000
H 3.0753 2.0842 -0.2177  0.0004
H 1.7159 2.8697 -0.9964  0.0000
H 4.5794 2.8541 -2.0732  0.0001
H 3.8037 4.1795 -1.2127  0.0002
H 3.2105 3.7091 -2.8023  0.0000

Atoms 1-3, force components in eV/Å:
Mg -0.4 -0.1 -0.5
C -0.2 0.3 -0.5
N 0.0 0.2 0.1

Output
* E_HOMO (spin up / spin down): -5.521 / -6.660 eV
* Kohn-Sham gap (spin up / spin down): 0.20770 / 0.24917 hartree
* multiplicity: 2
* net charge: 0
* lowest unoccupied orbital energy (spin up / spin down): 0.131 / 0.121 eV
* E: -3330.493246 Ha



Entry 2:
The following is a DFT calculation (ωB97M-V/def2-TZVPD) of a structure of composition C19H10BCo2F3O7 in a non-equilibrium geometry.

Each line ends with the natural charge from an NBO analysis.
Geometry (Å):
F 2.6111 0.0895 4.2695  -0.5374
B 1.5290 0.3494 3.4506  1.1650
F 0.3094 -0.1416 3.9108  -0.5514
F 1.5061 1.6492 2.9538  -0.5453
C 1.7667 -0.5940 2.1063  -0.2044
C 0.8069 -1.3315 1.4177  0.0808
O 1.3773 -1.9593 0.3360  -0.4764
C 2.7251 -1.6782 0.3765  0.1667
C 3.0176 -0.9002 1.4728  -0.2987
H -0.1508 -1.6844 1.7768  0.2362
H 3.3893 -2.0793 -0.3783  0.2182
H 3.9890 -0.6137 1.8395  0.2485
O -2.5728 -2.5617 -4.4880  -0.4496
C -1.9298 -2.2200 -3.5900  0.5852
Co -0.8963 -1.6902 -2.2236  -0.0195
C -1.0293 -3.1130 -1.2105  0.6163
O -1.1381 -4.0483 -0.5413  -0.4600
C 0.8882 -2.0585 -2.5578  0.4724
O 1.7874 -2.7966 -2.6230  -0.5177
C -0.9147 0.1454 -2.0578  -0.5361
C -1.0631 -0.5412 -0.8716  0.0063
C -1.4348 -0.4740 0.4357  -0.0699
C -1.7200 0.7764 1.1172  -0.1586
C -2.7842 0.8919 2.0496  -0.0765
C -2.9653 2.0500 2.7976  -0.2377
C -2.0708 3.1205 2.6422  -0.1285
C -1.0400 3.0424 1.7037  -0.1991
C -0.8972 1.9050 0.9123  -0.1077
Co 0.7805 0.1299 -3.0328  -0.0360
C 1.4106 -0.3670 -4.6000  0.5371
O 1.9156 -0.7020 -5.5819  -0.4621
C 2.1486 0.5286 -1.9974  0.4962
O 3.0779 0.8261 -1.3757  -0.4675
C 0.5441 1.7799 -3.6144  0.6178
O 0.4015 2.8614 -3.9895  -0.4627
H -1.6289 0.9247 -2.3605  0.2190
H -1.8867 -1.3795 0.8436  0.2207
H -3.4406 0.0303 2.1864  0.2076
H -3.7757 2.1060 3.5335  0.2283
H -2.1909 4.0246 3.2411  0.2256
H -0.3464 3.8762 1.5596  0.2337
H -0.1056 1.8268 0.1614  0.2212

Atoms 1-3, force components in eV/Å:
F 0.0 0.4 0.8
B 0.5 -1.5 -1.9
F -0.6 0.6 0.9

Output
* E_HOMO: -8.557 eV
* Kohn-Sham gap: 0.17855 hartree
* multiplicity: 1
* net charge: 0
* lowest unoccupied orbital energy: -3.699 eV
* E: -4346.652508 Ha



Entry 3:
The following is a DFT calculation (ωB97M-V/def2-TZVPD) of the ion C4H11NS2 with charge +1 in a non-equilibrium geometry.

Each line ends with the natural charge from an NBO analysis.
Geometry (Å):
S 2.7281 0.1331 -0.6924  0.1330
S 1.3029 -0.3472 0.8565  0.3733
C -0.2903 -1.0599 -0.0897  -0.4468
C -1.6160 -0.4164 0.5699  -0.0576
C -2.8559 -0.9490 0.0295  -0.6376
N -1.4830 1.0295 0.2956  -0.6165
C -1.8816 1.6400 -0.8647  -0.4327
H 3.7964 0.2059 0.1292  0.1817
H -0.3413 -0.5208 -1.1239  0.2510
H 0.1602 -2.1036 -0.0664  0.2585
H -1.4222 -0.7029 1.6521  0.2239
H -3.7819 -0.4320 0.4750  0.2652
H -2.7369 -0.8276 -1.1694  0.2170
H -2.9544 -1.9867 0.1755  0.2439
H -0.8982 1.6959 0.8561  0.4102
H -1.8133 2.7927 -0.6131  0.2341
H -1.2809 1.4945 -1.8665  0.1814
H -2.9811 1.3151 -1.0145  0.2179

Atoms 1-3, force components in eV/Å:
S -1.9 -0.7 1.4
S 0.1 0.9 -2.1
C 1.3 1.1 -1.7

Output
* E_HOMO (spin up / spin down): -12.831 / -12.242 eV
* Kohn-Sham gap (spin up / spin down): 0.28522 / 0.16067 hartree
* multiplicity: 2
* net charge: +1
* lowest unoccupied orbital energy (spin up / spin down): -5.070 / -7.870 eV
* E: -1009.737634 Ha